(1)
Formula: C30H24LiNP2S2Se
Source: the Open Molecules 2025 dataset
Level of theory: ωB97M-V/def2-TZVPD

```
61
Properties=species:S:1:pos:R:3:forces:R:3:mulliken_charge:R:1
Li 2.076214 0.793923 -0.498001 0.28 -0.24 0.08 0.5536
S 1.329781 -0.757410 -2.610781 -0.24 -0.06 0.28 -0.5629
P 0.199661 -1.231261 -1.001934 0.04 0.01 -0.23 1.4127
C 0.771952 -0.716369 0.460719 -0.30 0.25 -0.07 -1.3014
P 0.292613 0.416256 1.567924 0.16 0.25 0.05 1.0676
S 1.667083 1.838113 1.981622 -0.25 -0.24 -0.05 -0.5198
C -0.242603 -0.387832 3.144424 0.06 -0.03 -0.09 -0.7170
C -0.211391 0.270332 4.367231 0.02 0.08 0.04 -0.2354
C -0.673707 -0.356492 5.516898 0.00 0.02 -0.01 -0.6506
C -1.171519 -1.652329 5.454028 0.00 -0.03 -0.01 -0.3687
C -1.190910 -2.323310 4.237479 0.02 0.04 0.02 -0.8223
C -0.721593 -1.691844 3.092330 0.00 -0.04 0.05 0.2955
C -1.257761 1.361984 1.166971 0.03 -0.09 0.08 0.4797
C -2.482257 1.137495 1.787873 -0.04 -0.04 0.06 -0.0782
C -3.610915 1.872726 1.440649 0.00 0.00 -0.03 -0.6834
C -3.536062 2.836402 0.448979 0.06 0.00 -0.02 -0.3737
C -2.319687 3.063181 -0.187079 -0.02 0.03 0.03 -0.7717
C -1.196260 2.341457 0.175614 0.08 0.02 -0.03 -0.4776
C -0.018039 -3.072916 -0.980324 0.13 0.08 -0.06 -0.3116
C 0.462946 -3.805251 0.095542 0.00 0.00 0.04 -0.1294
C 0.306386 -5.187236 0.139156 0.02 0.01 0.01 -0.6529
C -0.337612 -5.848286 -0.895610 -0.01 0.03 -0.04 -0.3633
C -0.814536 -5.121035 -1.982962 0.01 -0.02 0.04 -0.5726
C -0.647337 -3.746478 -2.024350 -0.02 0.03 -0.06 -0.4397
C -1.555901 -0.778075 -1.391015 0.02 -0.13 -0.02 0.0045
C -1.884214 0.108427 -2.407984 0.04 0.00 -0.01 -0.4031
C -3.210903 0.440118 -2.656989 0.01 -0.01 -0.01 -0.5486
C -4.228015 -0.123305 -1.901363 0.02 0.00 0.01 -0.4050
C -3.910966 -1.015761 -0.883769 0.01 0.06 -0.03 -0.6936
C -2.585828 -1.329846 -0.631234 -0.01 -0.05 0.07 0.1220
H 0.193543 1.276102 4.400774 -0.01 -0.02 0.00 0.3227
H -0.642437 0.167219 6.465676 0.00 -0.01 0.01 0.3684
H -1.531794 -2.140739 6.352650 0.00 0.00 0.00 0.3435
H -1.563799 -3.339416 4.178766 0.00 -0.01 0.01 0.4192
H -0.702180 -2.206901 2.138549 -0.02 0.01 -0.03 0.1686
H -2.567691 0.379928 2.557941 0.01 0.00 -0.01 0.2584
H -4.553596 1.677995 1.940398 0.00 0.00 0.01 0.3604
H -4.415178 3.402933 0.164838 -0.01 0.01 0.00 0.3582
H -2.241926 3.809862 -0.968332 -0.01 0.01 0.00 0.3909
H -0.247575 2.557459 -0.304827 0.00 -0.03 0.01 0.4833
H 0.962112 -3.261441 0.891513 0.00 0.00 0.00 0.3956
H 0.688566 -5.746052 0.985810 0.00 -0.01 0.01 0.3779
H -0.464413 -6.924309 -0.863004 0.00 -0.01 0.01 0.3426
H -1.315174 -5.629160 -2.799281 0.00 -0.01 0.00 0.3565
H -1.005882 -3.180817 -2.877488 0.00 0.01 0.01 0.3474
H -1.079993 0.527520 -3.002065 -0.01 0.00 -0.01 0.3916
H -3.447003 1.144741 -3.446112 -0.01 0.01 0.00 0.3823
H -5.261337 0.140944 -2.093572 -0.02 0.00 -0.01 0.3490
H -4.695621 -1.452058 -0.276646 -0.01 -0.01 0.01 0.3858
H -2.344342 -2.017290 0.173608 0.02 0.01 0.00 0.2363
Se 3.470208 2.756268 -1.645519 -0.18 0.23 -0.15 -0.3596
C 5.085563 3.481697 -2.241952 0.30 -0.03 0.03 -0.1103
C 6.191274 3.683615 -1.395854 -0.04 -0.05 0.07 -0.3404
C 7.358148 4.243238 -1.876844 0.01 0.01 0.00 -0.2049
N 7.556756 4.639219 -3.139610 -0.05 -0.02 0.01 -0.6764
C 6.507577 4.450240 -3.947959 0.04 0.02 -0.01 -0.2212
C 5.300370 3.898411 -3.567524 -0.13 -0.03 -0.01 -0.2784
H 6.119878 3.397178 -0.354143 0.00 0.00 -0.01 0.3501
H 8.195340 4.384713 -1.197107 0.02 0.01 -0.01 0.3107
H 6.644442 4.761844 -4.981045 0.01 0.01 -0.01 0.3111
H 4.507541 3.781680 -4.295683 0.00 -0.01 0.00 0.3275
```
Positions in Å, forces in eV/Å.

Values from the calculation:
multiplicity	1
gap between HOMO and LUMO	5.939	eV
charge	-2
E	-5100.53660	Eh

---

(2)
Formula: C30H25F3NO5PS2
Source: the Open Molecules 2025 dataset
Level of theory: ωB97M-V/def2-TZVPD

```
67
Properties=species:S:1:pos:R:3:forces:R:3:mulliken_charge:R:1
C 4.129153 2.197410 -1.337003 0.24 0.12 -0.23 -1.0705
C 3.371677 1.793557 -0.106927 0.04 -0.22 -0.20 -0.3001
O 2.028477 1.462549 -0.599092 -0.83 -0.22 1.28 -0.1229
C 1.141263 1.211294 0.371631 0.68 0.31 0.46 -0.2592
C -0.188548 0.678660 -0.190835 -0.66 1.62 0.22 0.0985
P -1.590118 0.967090 0.956467 -0.08 0.09 0.04 2.5075
C -1.946425 2.717187 1.240839 -0.01 0.73 0.18 -0.2348
C -3.269950 3.125599 1.510112 0.16 0.02 0.01 -0.6260
C -3.532923 4.413143 1.983242 0.22 -0.10 -0.14 -0.6971
C -2.486008 5.325856 2.148316 0.03 -0.22 -0.01 -0.5147
C -1.177972 4.947339 1.834579 -0.06 -0.18 -0.10 -0.8153
C -0.904269 3.649656 1.389580 -0.20 -0.05 0.05 0.0569
C -3.117260 0.338098 0.242726 -0.35 -0.44 -0.13 0.0811
C -3.860222 -0.643105 0.918964 0.05 0.35 -0.11 -0.3129
C -5.161839 -0.935287 0.501478 0.14 0.03 -0.10 -0.7543
C -5.702793 -0.274358 -0.606654 0.21 0.02 0.09 -0.5056
C -4.941155 0.657732 -1.323941 0.31 -0.09 0.17 -0.8330
C -3.641322 0.952806 -0.907630 -0.14 0.00 0.16 0.1006
C -1.293955 0.260562 2.576601 -0.21 -0.30 0.61 0.2832
C -1.624107 0.978718 3.739000 0.13 -0.11 -0.19 -0.5200
C -1.369621 0.428671 4.994050 -0.04 -0.02 -0.12 -0.7306
C -0.825844 -0.851300 5.109602 0.01 0.11 -0.31 -0.5958
C -0.529966 -1.579341 3.954283 -0.07 0.13 -0.16 -0.7833
C -0.763957 -1.029612 2.689992 0.09 0.03 0.13 -0.3240
O 1.344341 1.395347 1.563320 -0.42 -0.30 -1.14 -0.5707
H 5.171267 2.391807 -1.079272 0.01 0.02 0.03 0.3993
H 4.102530 1.389226 -2.078777 -0.04 0.32 0.18 0.1833
H 3.704583 3.120760 -1.747208 0.08 -0.19 -0.08 0.3203
H 3.781858 0.882150 0.345153 -0.16 0.25 -0.05 0.2602
H 3.304874 2.597255 0.635651 -0.11 -0.23 -0.14 0.4480
H -0.460524 1.355725 -1.009496 0.11 -0.17 -0.15 0.8961
H -4.100391 2.437622 1.349666 0.24 0.13 0.16 0.3403
H -4.559725 4.695192 2.224808 0.34 -0.06 -0.12 0.4065
H -2.693066 6.329069 2.528631 0.09 -0.33 -0.16 0.3789
H -0.354555 5.654227 1.948286 -0.27 -0.20 -0.03 0.4322
H 0.120918 3.342834 1.182711 -0.28 0.23 0.18 0.4177
H -3.415966 -1.144971 1.781512 -0.28 0.15 -0.22 0.4049
H -5.745967 -1.675549 1.057489 0.20 0.29 -0.31 0.4111
H -6.723171 -0.489209 -0.922075 0.24 0.03 0.09 0.3953
H -5.351049 1.167797 -2.200088 0.12 -0.27 0.33 0.4364
H -3.038739 1.680532 -1.459302 -0.28 -0.19 0.19 0.3762
H -2.067249 1.970743 3.655901 0.19 -0.23 0.10 0.2948
H -1.592682 1.013797 5.884384 0.01 -0.16 -0.18 0.4141
H -0.627326 -1.274033 6.096277 -0.05 0.11 -0.33 0.3871
H -0.104385 -2.576897 4.028880 -0.08 0.18 -0.02 0.4496
H -0.523406 -1.590599 1.784576 0.01 0.01 0.33 0.3829
F -1.598911 -0.336275 -2.589013 0.93 0.18 -0.46 -0.2078
C -0.241139 -0.594896 -2.521527 -0.28 0.05 -0.80 0.6416
F 0.012854 -1.568661 -3.412859 -0.55 1.19 0.96 -0.1461
F 0.415336 0.532483 -2.912322 -0.69 -0.83 -0.04 -0.2081
S 0.106381 -0.992581 -0.789167 0.28 -0.23 0.65 -0.0091
N 1.852215 -2.191023 -1.788553 -0.41 -0.67 0.10 -0.1789
C 1.612756 -3.511710 -2.097497 0.15 1.14 0.22 0.4978
O 0.552870 -4.117462 -1.931506 0.94 0.60 -0.27 -0.7587
C 2.868301 -4.056949 -2.679124 0.15 -1.30 -0.40 0.0213
C 3.932586 -3.199313 -2.512836 1.33 -0.40 -0.48 0.2072
C 5.207099 -3.553532 -2.954068 -0.42 -0.35 0.03 -0.5090
C 5.362220 -4.800825 -3.575319 -0.27 0.16 0.04 -0.5212
C 4.267857 -5.652807 -3.800342 0.07 0.30 0.14 -0.4930
C 3.007214 -5.282102 -3.343470 0.04 0.52 0.24 -0.6273
S 3.364172 -1.653415 -1.840392 -0.76 -1.83 -0.37 1.0703
O 3.583925 -0.626179 -2.829759 -0.15 0.10 0.13 -0.7196
O 3.883273 -1.404453 -0.514090 0.05 0.19 -0.11 -0.6996
H 6.038516 -2.872397 -2.810459 0.01 -0.14 -0.08 0.4274
H 6.340116 -5.111925 -3.916877 0.06 0.06 -0.02 0.3746
H 4.404883 -6.595158 -4.335501 0.01 0.31 0.20 0.3728
H 2.112987 -5.876600 -3.505759 0.20 -0.07 0.08 0.4734
```
Positions in Å, forces in eV/Å.

Values from the calculation:
multiplicity	1
gap between HOMO and LUMO	7.295	eV
E	-3026.43479	Eh